# FIO2S

2 unconnected molecules or ions with the total composition FIO2S at a distorted geometry (ωB97M-V with the def2-TZVPD basis set, the OMol25 dataset).

Geometry as XYZ:
```
5
Properties=species:S:1:pos:R:3:forces:R:3
O -1.45364 -0.82972 -1.04546 -2.349 -0.845 -1.099
O -0.26134 0.42672 1.27036 -0.923 0.803 2.127
F 1.55991 0.93856 -0.29807 0.021 -0.573 0.860
S 0.39442 -0.15336 0.17804 2.578 1.151 -2.422
I 1.59452 -2.15842 0.80717 0.674 -0.536 0.534
```
Positions in Å, forces in eV/Å.

Calculated values
<S²>: 2.0061
Multiplicity: 3
Charge: 0
Orbital gap (spin up / spin down) in eV: 9.00 / 6.20

***

# C14H40BrN2O5

A molecular structure, C14H40BrN2O5 at a distorted geometry (ωB97M-V with the def2-TZVPD basis set, the OMol25 dataset).

Geometry as XYZ:
```
62
Properties=species:S:1:pos:R:3:forces:R:3
Br -11.88142 -19.93322 8.52055 0.890 -6.285 -3.268
C -12.60976 -16.87820 12.15360 0.851 0.422 1.222
C -12.56306 -18.19758 11.45799 -0.704 0.402 0.729
C -13.98424 -18.77223 11.56473 0.416 -0.602 -0.209
O -12.12509 -17.91454 10.17146 1.405 1.981 2.904
H -13.31437 -16.16462 11.72648 0.002 -0.180 -0.340
H -11.60490 -16.45598 12.14468 -0.042 0.333 0.055
H -12.91606 -17.04133 13.18688 0.064 0.165 0.201
H -11.82800 -18.87356 11.89483 -0.017 -0.121 0.598
H -14.64159 -18.18107 10.92715 -0.374 -0.269 0.789
H -14.30821 -18.76041 12.60541 0.020 -0.148 0.016
H -13.98406 -19.78207 11.15447 -0.378 -0.142 0.095
H -11.93426 -18.75772 9.75404 0.039 0.357 0.789
C -8.39559 -17.06851 7.47561 1.836 2.386 0.131
C -9.03513 -18.31401 7.85801 -1.068 -0.956 1.301
C -8.13870 -19.11841 8.76226 0.784 -1.196 0.411
O -10.25808 -18.06829 8.55144 6.565 3.116 0.066
H -7.51938 -17.25581 6.85491 0.177 -0.160 -0.082
H -8.04647 -16.46674 8.31471 0.034 -0.086 0.383
H -9.06634 -16.42611 6.90507 2.630 -1.234 1.371
H -9.20146 -18.75657 6.87588 -0.318 -1.143 0.083
H -7.13104 -19.31570 8.39647 0.132 0.116 -0.538
H -8.54855 -20.10361 8.98472 0.438 0.814 -0.212
H -7.96662 -18.66078 9.73646 -0.382 0.506 -0.040
H -10.87474 -18.80385 8.56828 2.308 1.049 -0.345
O -14.16344 -21.20451 8.82651 -2.743 -1.064 0.313
H -14.21119 -22.08122 8.44529 0.036 -0.296 0.124
H -13.29157 -20.88748 8.59077 -0.837 -0.719 -0.236
C -9.42830 -22.11313 9.32467 0.875 -1.413 -0.047
C -10.56767 -23.06984 8.83260 1.654 1.046 0.525
C -10.34987 -24.59407 9.10209 0.197 -0.352 -1.435
O -9.72598 -25.36437 7.97775 0.934 1.215 1.210
C -8.31167 -25.08668 7.87194 -0.351 0.063 -0.022
N -11.75886 -22.56378 9.45733 -0.997 -2.340 0.690
H -9.54756 -21.05152 9.10822 -1.060 -1.045 -0.067
H -8.45210 -22.37802 8.91852 0.230 -0.074 -0.230
H -9.29022 -22.19785 10.40256 -0.239 -0.065 0.282
H -10.59873 -22.92572 7.75261 -0.424 -0.195 -0.177
H -11.31019 -25.09777 9.21238 -0.125 0.296 -0.064
H -9.78257 -24.80322 10.00902 0.262 0.213 0.117
H -8.10503 -24.05861 7.57449 -0.209 0.121 -0.087
H -7.80347 -25.73044 7.15403 -0.650 -0.214 -0.331
H -7.74206 -25.25873 8.78520 -0.360 -0.011 0.570
H -11.81047 -21.55673 9.40004 0.258 -0.823 0.101
H -11.70207 -22.72200 10.45324 -0.044 -0.428 0.357
C -14.28699 -16.02502 8.30886 -0.628 1.266 0.254
C -13.71667 -17.34374 7.85531 -0.306 0.923 0.148
C -12.19443 -17.26760 7.59881 -2.100 0.894 -1.277
O -11.97161 -16.39496 6.50059 0.544 0.745 -1.657
C -10.67271 -16.52014 5.90867 -1.621 0.542 0.333
N -14.09357 -18.24517 8.93925 -1.520 0.693 -1.629
H -15.32256 -16.13940 8.62920 -0.258 -0.286 -0.288
H -14.26781 -15.16900 7.63437 0.263 -0.183 -0.381
H -13.82306 -15.67618 9.23145 0.565 -0.088 0.098
H -14.23323 -17.66187 6.94974 0.128 -0.031 -0.343
H -11.91745 -18.26659 7.26209 -0.036 1.133 -0.347
H -11.62172 -16.94432 8.46806 -0.988 0.275 -0.671
H -10.35616 -17.56087 5.83951 -0.120 -0.131 -0.009
H -9.93132 -16.00331 6.51804 -2.453 0.931 -1.134
H -10.59270 -16.08272 4.91351 -0.687 0.118 -0.168
H -13.66650 -17.79764 9.73765 -0.738 -0.061 -1.065
H -13.47896 -19.03232 8.78841 -1.760 0.226 0.431
```
Positions in Å, forces in eV/Å.

Calculated values
Charge: -1
Orbital gap in eV: 7.45

***

# C20H44NO3PS2

2 unconnected molecules or ions with the total composition C20H44NO3PS2 at a distorted geometry (ωB97M-V with the def2-TZVPD basis set, the OMol25 dataset).

Geometry as XYZ:
```
71
Properties=species:S:1:pos:R:3:forces:R:3
C -7.03258 -1.70560 -3.27863 -0.152 -0.961 0.771
C -6.73066 -2.74626 -2.12646 0.817 0.077 -1.416
C -5.70304 -3.78859 -2.73257 0.072 0.795 1.635
C -4.25786 -3.15943 -2.51088 -1.339 -0.825 -0.325
C -3.64972 -3.84751 -1.25692 1.276 0.096 -0.588
C -2.46370 -3.08021 -0.58376 -1.170 0.347 0.978
C -2.59589 -1.53597 -0.60625 2.093 -0.140 -1.045
C -1.22906 -0.94023 -0.08618 -1.437 -0.015 -0.129
C -1.18135 0.62899 -0.10466 0.063 -0.170 0.698
P -1.25098 1.18731 1.71750 0.694 1.166 0.241
S -1.41671 3.11827 1.92599 -0.118 -0.099 -0.055
C 0.15838 1.22649 -0.69039 0.804 0.259 0.064
C 1.44891 0.39035 -0.34022 -1.145 -1.083 -0.404
C 0.09906 1.47621 -2.24228 -0.014 1.009 0.230
C 1.49782 1.52456 -2.94075 -0.733 -0.358 -0.255
C -2.43660 1.29795 -0.76287 0.606 -1.487 -0.195
S -4.00482 0.54439 -0.12968 -4.597 3.531 -0.296
O -4.49115 1.24627 1.08778 2.246 -2.421 -1.575
O -5.01709 0.73676 -1.20688 2.694 -1.517 1.348
O -3.71514 -1.05124 0.15021 0.151 1.478 0.152
H -7.87381 -2.13063 -3.86006 0.320 0.503 0.165
H -7.28677 -0.71856 -2.86108 0.107 -0.330 -0.453
H -6.16120 -1.66779 -3.96417 -0.452 0.359 0.477
H -6.20183 -2.25598 -1.28207 -0.575 -0.237 -0.316
H -7.65517 -3.22893 -1.76716 0.381 0.263 -0.130
H -5.90656 -4.01581 -3.79157 -0.051 -0.026 0.520
H -5.76703 -4.68478 -2.07901 0.069 0.107 -0.891
H -3.67104 -3.31649 -3.43795 0.116 0.045 0.702
H -4.42517 -2.07174 -2.40339 0.307 -0.477 0.074
H -4.39621 -4.10037 -0.48302 0.083 0.450 -0.497
H -3.23519 -4.82185 -1.60188 -0.377 0.453 0.298
H -2.46096 -3.37942 0.49070 0.193 0.177 -0.587
H -1.46167 -3.33203 -0.97023 -0.562 0.085 -0.161
H -2.72447 -1.19398 -1.65708 0.035 -0.301 0.503
H -0.45866 -1.41553 -0.72205 -0.205 0.470 0.513
H -1.14978 -1.29073 0.96886 0.350 -0.038 -0.687
H -2.22113 0.44618 2.45831 0.393 -0.129 -0.595
H 0.01059 0.81521 2.28836 -0.621 -0.522 -0.401
H 0.29148 2.22056 -0.20576 -0.201 -0.489 -0.338
H 1.37550 -0.13108 0.63784 0.190 0.622 -0.385
H 1.49678 -0.43404 -1.08898 0.216 0.431 0.489
H 2.38492 0.95946 -0.43237 -0.519 -0.096 0.262
H -0.34239 2.49015 -2.37880 0.030 -0.672 0.052
H -0.60098 0.77842 -2.75115 0.674 0.149 0.212
H 2.25833 2.03204 -2.32550 -0.336 -0.298 -0.225
H 1.41681 2.09015 -3.88792 0.006 -0.338 0.422
H 1.80804 0.49095 -3.19134 0.187 0.665 0.184
H -2.46818 1.09940 -1.85317 -0.067 0.063 0.671
H -2.43726 2.39176 -0.60618 -0.438 -0.573 0.326
C 7.59400 2.84536 3.49699 0.040 -0.056 -0.036
C 6.10747 2.53858 3.61143 0.139 -0.010 0.032
N 5.44694 2.38025 2.32714 -0.243 0.095 -0.222
C 3.99420 2.37216 2.42126 -0.095 0.198 0.061
C 3.33394 1.22305 3.18587 -0.194 -0.096 -0.065
C 6.02318 1.38781 1.43267 0.315 0.013 -0.043
C 6.12292 -0.05541 1.93457 -0.036 -0.180 -0.119
H 7.76562 3.72265 2.87039 -0.037 -0.054 -0.030
H 8.00512 3.05304 4.48635 -0.028 -0.023 -0.011
H 8.15433 2.00595 3.08141 0.010 0.036 -0.001
H 5.64169 3.37738 4.13750 -0.176 -0.075 -0.109
H 5.97464 1.65646 4.25432 0.040 -0.012 0.097
H 3.57124 2.41413 1.41233 0.147 -0.051 -0.044
H 3.68599 3.31144 2.89178 0.125 -0.005 0.044
H 3.34810 0.29429 2.61474 0.072 -0.029 0.062
H 2.28374 1.46560 3.37174 0.035 0.036 0.026
H 3.80729 1.04675 4.15273 -0.012 -0.007 -0.025
H 7.02879 1.72018 1.15871 -0.021 0.049 0.106
H 5.47147 1.39635 0.48773 -0.149 0.104 0.122
H 6.49375 -0.11699 2.95896 -0.015 0.041 -0.010
H 6.81724 -0.61609 1.30395 -0.003 0.027 0.013
H 5.16351 -0.57000 1.88315 0.019 -0.001 0.114
```
Positions in Å, forces in eV/Å.

Calculated values
Charge: 0
Orbital gap in eV: 8.60

***

# C11H15O2P

A single C11H15O2P molecule at a distorted geometry (ωB97M-V with the def2-TZVPD basis set, the OMol25 dataset).

Geometry as XYZ:
```
29
Properties=species:S:1:pos:R:3:forces:R:3
C -0.82519 -0.74778 3.00564 -0.180 -3.308 1.063
C -1.59666 0.06954 2.03154 0.697 -3.881 -3.418
P -0.40800 0.43974 0.64200 -1.945 -0.136 -1.507
C -1.33747 1.76467 -0.43074 -3.709 -0.348 1.609
C -0.53227 2.97325 -0.18724 1.682 1.978 -0.423
O -0.90024 -0.94118 -0.21146 0.126 -0.316 -0.311
C -0.05725 -1.47878 -1.22873 0.847 -2.228 0.797
C 0.16100 -0.53056 -2.34690 3.857 1.116 1.849
C 1.29712 0.22899 -2.36584 -0.855 -1.785 1.365
C 2.33419 0.04255 -1.32987 -1.743 -0.539 -1.023
C 2.35903 -0.94620 -0.45869 -0.342 -1.955 0.418
C 1.27943 -1.97163 -0.58708 0.891 1.857 -0.042
C 1.43170 -3.20269 -0.16871 -0.999 -2.725 -0.373
O 1.42482 -4.36734 0.03801 0.384 2.363 0.052
H 0.07825 -0.28855 3.38525 0.527 -0.077 -0.454
H -1.37206 -0.95491 3.91723 -0.652 0.436 0.399
H -0.71238 -1.86488 2.70332 0.592 2.009 -0.128
H -1.84579 0.91597 2.48594 -1.686 3.751 1.625
H -2.44921 -0.55058 1.56236 1.030 1.366 0.883
H -1.58293 1.54752 -1.48510 0.937 -0.289 0.399
H -2.47384 2.02583 -0.06868 2.479 -1.017 -0.222
H 0.44673 2.80945 -0.68936 -0.281 0.326 0.284
H -0.95103 3.93164 -0.63869 0.397 -1.084 0.930
H -0.25913 3.06649 0.91125 -0.567 0.333 -1.193
H -0.47585 -2.43588 -1.63097 -0.521 0.964 0.494
H -0.65258 -0.30292 -2.90539 -2.247 0.471 -1.986
H 1.47509 1.02338 -3.04633 -0.151 0.491 -0.699
H 2.98939 0.80870 -1.19978 2.045 2.045 0.061
H 3.15512 -1.06381 0.29702 -0.614 0.182 -0.450
```
Positions in Å, forces in eV/Å.

Calculated values
Charge: 0
Orbital gap in eV: 8.38
Energy above the lowest of the compared OMol25 structures with the same formula, charge and spin in kcal/mol: 105.6

***

# C18H45BF4N3O6

10 unconnected molecules or ions with the total composition C18H45BF4N3O6 at a distorted geometry (ωB97M-V with the def2-TZVPD basis set, the OMol25 dataset).

Geometry as XYZ:
```
77
Properties=species:S:1:pos:R:3:forces:R:3
B -29.43548 35.22020 100.98267 -0.272 -0.173 1.653
F -29.08700 34.17623 100.10979 -0.147 0.896 -0.114
F -28.61306 34.98165 102.12448 -0.299 0.178 0.014
F -29.16943 36.49811 100.52316 0.325 0.114 -0.793
F -30.81947 35.21233 101.33447 0.614 -0.566 -0.233
C -32.12819 31.60543 101.85481 2.823 -4.435 -3.061
C -31.34671 30.42973 102.52150 0.241 -0.835 -0.453
N -30.80222 29.49287 102.97665 -1.426 2.555 -1.129
H -32.75111 31.28977 100.93506 1.722 0.611 1.256
H -32.75912 31.87740 102.52339 -4.845 1.324 4.578
H -31.57314 32.49839 101.86444 1.430 0.871 -1.202
C -29.90937 35.95423 96.55843 -2.212 -0.182 1.913
C -30.40136 37.34689 96.62267 2.917 -3.989 -0.841
N -30.77932 38.39608 96.69872 -1.646 3.908 0.301
H -29.49367 35.70395 97.58269 -0.509 0.129 -1.320
H -30.92186 35.49021 96.43613 0.982 -0.597 0.291
H -29.27637 35.57690 95.77217 0.302 0.760 -0.269
C -26.70466 33.81245 98.46388 3.037 1.566 1.088
C -26.75950 35.11434 97.56806 1.095 -6.675 4.762
N -26.79389 36.01079 96.91045 -0.211 3.981 -2.978
H -27.57914 33.25361 98.23918 -0.669 -0.537 0.243
H -25.73807 33.14936 98.45148 -1.638 1.342 -1.421
H -26.52646 34.05056 99.58154 -1.416 0.258 -1.758
C -31.48593 39.78206 100.27065 0.478 0.153 0.785
C -31.43593 39.21345 101.74766 0.387 -1.811 -2.130
O -30.21248 38.52958 102.05866 -1.123 5.054 4.209
H -31.62766 39.04023 99.42388 1.288 0.285 1.251
H -30.57650 40.49975 100.17753 -1.794 -1.232 -0.418
H -32.46248 40.25209 100.11480 0.284 0.863 0.497
H -32.19476 38.48318 101.92826 -1.006 -0.652 -0.451
H -31.59580 39.85046 102.55126 0.011 2.101 0.936
H -30.06537 37.97480 101.40740 1.511 -4.631 -4.998
C -34.45189 34.19414 104.90381 -2.838 -0.978 3.042
C -33.26284 34.71100 104.22742 4.273 -2.861 -1.302
O -33.43519 34.67556 102.71611 -0.411 0.985 2.129
H -35.34734 34.78888 104.85256 -0.506 0.495 -0.824
H -34.46568 34.10750 106.04603 1.291 0.646 -1.131
H -34.77491 33.13414 104.76846 0.563 0.722 -1.076
H -32.57081 33.74906 104.31026 -0.486 2.137 0.383
H -32.64576 35.57372 104.75399 -1.769 -1.288 -1.673
H -32.57592 34.83192 102.29313 -0.008 0.170 0.353
C -30.15605 35.83571 106.00313 0.748 -1.632 -1.322
C -29.91325 36.42199 104.61027 -5.788 1.154 2.159
O -30.12370 37.83588 104.60365 -0.036 -0.105 -1.894
H -29.83897 34.75328 105.98285 0.060 1.042 0.151
H -31.15032 35.79209 106.39291 -1.020 0.389 -0.267
H -29.59746 36.38980 106.70650 0.922 0.447 0.913
H -30.45986 35.85611 103.85224 -1.266 0.313 -0.023
H -29.05418 36.20482 104.24685 6.601 -1.176 -1.446
H -30.04665 38.11911 103.60610 -0.236 -0.539 2.199
C -26.89918 30.61422 103.76772 -3.669 -1.959 -1.389
C -28.01275 31.68175 103.43993 -1.263 0.905 -0.863
O -27.50650 32.95216 103.95139 -1.068 1.498 -2.130
H -26.89422 30.40496 104.81343 0.603 0.884 1.042
H -25.97071 30.80435 103.30211 0.995 0.347 -0.189
H -27.25473 29.53914 103.49206 0.437 1.786 -0.441
H -28.97784 31.45900 103.92191 0.641 -0.321 0.890
H -28.58697 31.79584 102.37432 2.616 -0.346 1.516
H -27.81895 33.76712 103.36864 0.670 -2.707 1.512
C -30.17468 30.02266 98.67507 -2.613 -3.112 -2.502
C -29.67968 31.19773 99.33555 1.727 2.846 0.917
O -30.13805 32.40783 98.72282 -1.537 -0.474 -0.092
H -31.22851 29.63648 98.93385 0.713 1.597 -0.737
H -29.75049 29.16918 99.18423 1.269 -0.437 -0.460
H -30.03324 30.00906 97.46862 -0.233 -0.045 3.089
H -28.61617 31.29012 99.04722 0.222 -0.798 1.050
H -29.79733 31.13255 100.48572 0.140 0.319 -1.812
H -29.90096 33.19070 99.24663 -0.012 -0.575 -0.010
C -24.32195 37.70163 101.20402 2.304 -2.928 -0.752
C -25.52078 36.77511 101.19881 -1.054 -0.297 -3.007
O -26.49395 37.47189 100.42416 2.932 2.111 -0.567
H -24.47655 38.60881 101.67363 -0.723 1.840 0.721
H -23.60611 37.80065 100.36972 -1.697 0.428 -1.193
H -23.48973 37.24368 101.69678 0.227 -0.736 1.894
H -25.94038 36.61006 102.14590 -0.091 -0.018 1.817
H -25.56325 35.73220 100.71212 1.556 1.176 0.724
H -27.30314 37.08247 100.52800 -3.422 -1.540 0.392
```
Positions in Å, forces in eV/Å.

Calculated values
Charge: -1
Orbital gap in eV: 9.43
Energy above the lowest of the compared OMol25 structures with the same formula, charge and spin in kcal/mol: 14.5

***

| no. | total energy (a.u.) |
| --- | --- |
| 1 | -946.01390 |
| 2 | -3616.81331 |
| 3 | -2206.56399 |
| 4 | -919.86029 |
| 5 | -1752.86074 |